324
Properties=species:S:1:pos:R:3:mulliken_charge:R:1 method="wB97M-V/def2-TZVPD" e_homo_ev=-8.18 relative_energy_ev=0.868 gap_ev=8.522 e_tot_ev=-147070.0402 max_force_ev_per_a=3.45
C -28.9076 5.5590 -14.0352 -0.491
C -28.3729 4.5494 -15.0249 1.048
C -26.9882 4.1280 -14.5661 -0.509
O -26.4273 3.2780 -15.5632 -0.358
C -25.0555 3.0332 -15.2449 -0.550
N -29.2879 3.4842 -15.3365 -0.490
H -29.3513 6.4311 -14.4740 -0.729
H -28.1032 5.8080 -13.3229 0.404
H -29.6783 5.0221 -13.4293 0.502
H -28.2139 5.1613 -15.9137 -0.355
H -26.9711 3.5508 -13.6510 0.507
H -26.3788 5.0692 -14.4040 -0.101
H -24.8710 2.7195 -14.1929 0.293
H -24.4818 3.9387 -15.3916 0.024
H -24.7578 2.1989 -15.8268 0.407
H -28.9937 2.8616 -16.0740 0.247
H -29.4908 2.8748 -14.5119 0.310
C -30.6374 12.1202 -17.0778 -1.513
C -31.1385 10.8915 -17.7124 2.006
C -32.5934 10.9174 -18.2247 -1.323
O -32.8916 9.7686 -18.9962 -0.070
C -34.0183 9.9700 -19.8688 -0.948
N -30.1982 10.4481 -18.7803 -0.021
H -29.7033 12.0526 -16.4406 -0.081
H -31.3015 12.6951 -16.4641 0.785
H -30.3916 12.7862 -17.9390 0.141
H -31.0890 10.0774 -16.9345 -1.179
H -32.6572 11.8373 -18.8375 0.516
H -33.3574 11.0007 -17.4251 0.366
H -34.2515 9.0235 -20.3430 0.224
H -33.7537 10.7327 -20.5483 0.368
H -34.8800 10.3598 -19.2779 0.321
H -30.1353 11.1455 -19.4994 0.096
H -30.5664 9.6013 -19.1677 0.125
C -30.5541 9.3790 -23.2708 -1.115
C -29.2601 10.0241 -23.7737 0.136
C -28.0932 9.6450 -22.7849 -0.450
O -28.3475 10.2961 -21.5765 -0.155
C -27.2185 10.2953 -20.7742 0.388
N -28.9007 9.6745 -25.1889 -0.770
H -30.3927 8.3149 -23.1204 0.184
H -31.4460 9.5409 -23.8794 0.412
H -30.8067 9.7881 -22.2800 0.118
H -29.3122 11.0920 -23.6957 0.408
H -27.1932 10.0200 -23.2370 0.397
H -28.0708 8.5508 -22.5901 0.149
H -26.4954 11.0509 -21.1499 0.671
H -26.7139 9.3286 -20.7904 -0.027
H -27.5238 10.5775 -19.7733 -0.842
H -28.6980 8.6886 -25.1463 0.290
H -28.0118 10.0658 -25.4140 0.320
C -33.9693 12.8976 -9.8116 -1.663
C -33.8020 12.1559 -11.1341 0.525
C -32.4084 11.8935 -11.6146 0.581
O -31.7497 13.1046 -11.7819 -0.236
C -30.5146 12.9167 -12.4274 1.224
N -34.4279 10.8101 -10.8994 -0.546
H -35.0038 12.8104 -9.5191 0.551
H -33.7007 13.9510 -9.9272 0.229
H -33.3806 12.4609 -9.0239 0.389
H -34.2800 12.6505 -11.9810 0.232
H -32.4727 11.3478 -12.5603 -0.335
H -31.8358 11.2221 -10.8899 -0.214
H -29.8679 12.2876 -11.7547 -0.484
H -30.0659 13.8995 -12.4827 -1.212
H -30.6331 12.4847 -13.4091 0.676
H -34.5501 10.3180 -11.7601 0.120
H -35.3106 10.9903 -10.5199 0.253
C -28.9480 6.9271 -20.5466 0.417
C -27.6831 6.2035 -21.0649 0.672
C -27.1282 5.2207 -20.0070 -0.010
O -26.0860 4.3989 -20.5511 -0.411
C -25.3131 3.9100 -19.4856 -0.504
N -27.9789 5.5696 -22.3184 -0.627
H -29.6783 6.1492 -20.2399 0.699
H -29.4220 7.5745 -21.2845 -0.522
H -28.7011 7.5220 -19.7079 -0.818
H -26.8570 6.9401 -21.1764 -0.041
H -27.9413 4.5763 -19.6145 0.299
H -26.7241 5.7626 -19.1402 -0.404
H -24.5160 3.3048 -19.8998 0.397
H -25.8424 3.3653 -18.7209 0.286
H -24.8799 4.8098 -18.9238 0.036
H -28.6545 4.8635 -22.1366 0.302
H -27.2140 4.9705 -22.5753 0.341
C -21.6551 11.5733 -9.7952 -1.351
C -23.2201 11.6291 -9.6524 0.925
C -23.9349 11.2408 -10.8782 0.457
O -23.8672 12.2602 -11.8366 -0.041
C -24.8883 13.2381 -11.7340 -1.101
N -23.5758 10.6087 -8.6637 -0.678
H -21.2515 10.5979 -10.0836 0.292
H -21.1646 11.9503 -8.8998 0.462
H -21.4226 12.2269 -10.6040 0.186
H -23.4875 12.6770 -9.3612 0.083
H -24.9559 11.0414 -10.4852 -0.796
H -23.5022 10.3144 -11.3526 -0.016
H -24.6379 13.9738 -12.4958 0.363
H -24.8427 13.8020 -10.7987 0.566
H -25.8636 12.8061 -11.8289 0.183
H -23.1062 10.8129 -7.7811 0.338
H -24.5726 10.7858 -8.4679 0.144
C -23.4822 6.5154 -12.1904 -1.062
C -22.2333 5.8821 -11.6333 0.285
C -22.5220 5.2020 -10.2893 -0.977
O -21.2524 4.7837 -9.8745 -0.310
C -21.2548 3.9446 -8.7538 -0.732
N -21.7427 4.8936 -12.5934 -0.448
H -23.3190 6.9986 -13.1345 -0.062
H -23.9378 7.2810 -11.5567 0.459
H -24.1485 5.7020 -12.3766 0.312
H -21.3652 6.5021 -11.5351 0.667
H -23.2137 4.3304 -10.3740 0.348
H -22.8465 5.9838 -9.5794 0.496
H -22.0894 4.2661 -8.0536 0.294
H -20.2980 4.0103 -8.1841 0.238
H -21.3493 2.8644 -8.9335 0.276
H -20.8354 4.5096 -12.3253 0.286
H -22.4281 4.2020 -12.6718 0.116
C -32.9645 6.9733 -11.3194 -1.937
C -32.6679 8.3798 -11.9138 0.959
C -31.2843 8.2685 -12.5520 0.298
O -30.8815 9.5115 -13.1849 0.225
C -29.7362 9.2133 -13.9376 -0.056
N -33.7238 8.6378 -12.8668 -0.639
H -33.9446 7.0140 -10.8180 0.457
H -32.2255 6.7503 -10.5618 0.428
H -32.9654 6.1729 -12.0865 0.228
H -32.6364 9.1347 -11.1031 0.043
H -31.3993 7.5712 -13.3720 -0.951
H -30.5267 7.9318 -11.8113 0.409
H -29.3171 10.1146 -14.3977 -0.252
H -29.9092 8.5279 -14.7575 -0.666
H -28.9641 8.6994 -13.3436 0.593
H -33.7881 7.8579 -13.5213 -0.008
H -33.5874 9.4149 -13.4805 0.398
C -30.9098 19.2672 -19.7146 -1.462
C -29.8604 18.6875 -18.6915 0.645
C -29.7127 17.2174 -18.9276 -0.820
O -28.9806 16.7597 -17.8572 0.041
C -28.4516 15.4988 -18.1675 -1.096
N -28.6515 19.4860 -18.7588 -0.700
H -31.9090 19.0596 -19.3431 0.376
H -30.8147 18.7236 -20.6854 0.310
H -30.7156 20.3869 -19.8669 0.377
H -30.2365 18.8830 -17.7118 0.164
H -29.1256 17.1175 -19.8583 0.390
H -30.6948 16.7342 -18.9822 0.262
H -28.0179 15.3575 -19.1783 0.403
H -29.1551 14.7460 -18.0104 0.360
H -27.5683 15.3809 -17.5615 0.309
H -27.9713 19.0581 -18.1402 0.213
H -28.2164 19.4079 -19.6542 0.284
C -32.7706 7.6063 -16.7645 -0.577
C -32.3013 6.2257 -16.2960 2.136
C -33.4317 5.2843 -15.9861 -1.015
O -34.0253 5.6476 -14.7281 -0.144
C -35.2052 4.9095 -14.4686 -0.890
N -31.4978 5.5180 -17.2500 -0.668
H -33.6583 7.6061 -17.3714 0.390
H -31.9519 8.0780 -17.3233 -0.243
H -32.8473 8.3088 -15.9005 -0.064
H -31.7964 6.4757 -15.3441 -1.029
H -32.9808 4.2842 -15.8322 0.377
H -34.1235 5.2436 -16.8782 0.418
H -35.0396 3.9002 -14.0804 0.328
H -35.7954 4.8913 -15.4195 0.335
H -35.8619 5.3907 -13.7105 0.248
H -30.8466 6.0397 -17.8078 0.203
H -30.9634 4.7623 -16.8315 0.270
C -28.3550 10.6323 -9.5965 -1.504
C -28.1973 12.1340 -9.6269 1.699
C -29.4814 12.7819 -9.0805 -0.637
O -29.3739 14.1575 -9.1835 -0.198
C -30.6341 14.6753 -8.6766 -1.157
N -26.9343 12.5830 -8.9401 -0.326
H -28.5935 10.2993 -8.5364 0.415
H -27.4173 10.1366 -9.8391 0.406
H -29.1650 10.2883 -10.2793 0.063
H -28.0255 12.5339 -10.6287 -0.997
H -29.6120 12.4809 -8.0236 0.591
H -30.3917 12.4341 -9.5703 0.136
H -30.8114 14.3379 -7.6757 0.343
H -31.4274 14.2324 -9.2873 0.364
H -30.6035 15.7398 -8.7346 0.340
H -26.7532 12.1294 -8.0413 0.298
H -26.9058 13.6025 -8.8383 0.259
C -17.7249 11.4212 -15.5566 -0.950
C -17.8358 12.3056 -14.3195 0.293
C -19.2798 12.2511 -13.7591 -0.928
O -20.2082 12.7821 -14.6681 -0.388
C -21.4166 12.8874 -14.0271 -0.916
N -16.9510 11.7911 -13.2346 -0.645
H -17.6650 10.4023 -15.2002 0.219
H -16.7928 11.5703 -16.0954 0.534
H -18.6585 11.5540 -16.1540 -0.131
H -17.5384 13.3173 -14.6453 0.367
H -19.2490 12.8968 -12.8881 0.816
H -19.5111 11.2105 -13.4292 0.269
H -21.9511 13.5834 -14.6185 0.438
H -21.3505 13.1929 -12.9695 0.406
H -21.9498 11.9779 -14.0998 0.216
H -17.1043 12.3062 -12.4264 0.205
H -15.9829 11.8513 -13.5865 0.260
C -22.7672 6.4630 -16.0288 0.017
C -21.4017 6.6148 -16.7675 1.496
C -21.4272 7.8066 -17.7674 -1.662
C -21.3361 9.1416 -17.1156 0.877
C -20.1505 9.1897 -16.1496 -0.544
C -20.1051 8.0890 -15.1050 2.419
N -20.2770 6.8762 -15.8662 0.180
O -20.0019 5.7569 -15.0034 -0.632
C -18.7128 8.0667 -14.4674 -2.387
C -21.1128 8.4733 -13.9518 -0.263
C -21.1411 5.3468 -17.5304 -2.158
H -23.4939 6.0162 -16.7248 0.030
H -23.1618 7.4599 -15.6732 -0.482
H -22.6906 5.8652 -15.1347 0.199
H -20.5336 7.6489 -18.4092 0.523
H -22.2589 7.7599 -18.4956 0.256
H -22.2457 9.3013 -16.5755 -0.565
H -21.1482 9.9202 -17.9201 -0.048
H -20.1727 10.1636 -15.6796 -0.759
H -19.2570 9.1068 -16.7497 0.952
H -17.9518 7.8809 -15.1868 0.581
H -18.5645 9.0150 -13.9680 0.517
H -18.5731 7.3601 -13.6213 0.245
H -22.0727 8.8372 -14.2459 0.036
H -21.2769 7.6094 -13.2928 -0.851
H -20.6439 9.2912 -13.4370 0.221
H -21.8936 5.2321 -18.3271 0.333
H -21.4448 4.5577 -16.7868 0.298
H -20.1516 5.1363 -17.8566 0.505
H -20.7915 5.6956 -14.4282 0.450
C -23.3498 12.1415 -21.6725 -1.956
C -23.3024 13.0919 -20.4046 1.997
C -22.4150 12.4049 -19.3728 -1.225
C -22.0002 13.1817 -18.1656 1.367
C -21.3169 14.4621 -18.7305 -1.808
C -22.1480 15.2065 -19.7704 2.014
N -22.4940 14.2601 -20.8922 -0.042
O -23.0922 14.8786 -22.0311 -0.478
C -23.2582 15.9069 -18.9793 -1.397
C -21.1975 16.1913 -20.4883 -1.866
C -24.7428 13.4418 -19.9227 -0.402
H -22.3758 11.8005 -22.0301 0.374
H -23.9676 11.3051 -21.4825 0.389
H -23.8863 12.7629 -22.4111 0.448
H -22.9257 11.4767 -18.9783 -0.226
H -21.5242 12.0719 -19.8700 0.775
H -22.8139 13.3986 -17.4500 -0.498
H -21.1950 12.7220 -17.5893 -0.402
H -20.4621 14.0646 -19.2610 0.428
H -21.0676 15.2389 -17.9709 0.471
H -22.8873 16.8152 -18.4887 0.473
H -23.7114 15.2137 -18.2598 0.150
H -24.1230 16.2878 -19.6136 0.194
H -21.1088 17.0590 -19.8767 0.405
H -21.4837 16.5545 -21.5117 0.323
H -20.2309 15.6950 -20.6123 0.402
H -25.3289 12.5120 -19.9862 -0.480
H -24.9689 13.7640 -18.9034 -0.148
H -25.1405 14.1876 -20.6197 0.443
H -23.9488 15.1434 -21.7049 0.417
C -27.6022 17.1515 -14.8372 -1.083
C -28.5005 17.9725 -13.9786 1.751
C -30.0284 17.5898 -14.1075 -1.355
C -30.3877 16.2828 -13.3401 -0.017
C -29.8858 16.4185 -11.8828 -1.262
C -28.3571 16.7966 -11.7014 2.259
N -28.1698 17.9983 -12.5515 0.216
O -26.8235 18.5307 -12.4269 -0.487
C -28.0432 17.2594 -10.2182 -2.056
C -27.4752 15.5450 -12.0056 -1.222
C -28.3886 19.4428 -14.4227 -2.223
H -27.6527 16.0461 -14.8234 -0.172
H -26.5789 17.4755 -14.6454 0.469
H -27.8260 17.3740 -15.8422 0.321
H -30.5757 18.4786 -13.7839 0.468
H -30.1998 17.4108 -15.1555 0.095
H -29.9694 15.4285 -13.8353 -0.150
H -31.4656 16.1109 -13.3115 0.744
H -30.1582 15.5336 -11.2609 -0.184
H -30.3742 17.3379 -11.5446 0.744
H -26.9806 17.4745 -10.0940 0.449
H -28.6353 18.1834 -10.0486 0.482
H -28.3424 16.4894 -9.4714 0.122
H -26.4145 15.5468 -11.8699 0.909
H -27.7248 14.7008 -11.2948 -0.183
H -27.5647 15.1788 -13.0094 -0.255
H -28.5872 19.4487 -15.4595 0.392
H -27.3414 19.6502 -14.3013 0.530
H -28.8737 20.1200 -13.7390 0.486
H -26.9819 19.3364 -11.8683 0.375
C -25.3180 9.2085 -17.7155 -0.597
C -26.4187 9.1439 -16.6319 2.304
C -26.0650 8.4330 -15.3151 -0.383
C -25.0717 9.2770 -14.5916 0.679
C -25.5999 10.6588 -14.2395 -0.355
C -26.1112 11.4255 -15.5132 2.740
N -27.0110 10.4347 -16.2269 0.671
O -27.3971 11.0377 -17.4254 0.826
C -27.0325 12.5756 -15.1273 -1.095
C -24.9211 11.9632 -16.4048 -0.099
C -27.6376 8.3867 -17.2450 -0.893
H -25.2871 8.2691 -18.1716 1.052
H -24.3196 9.3837 -17.2659 -0.154
H -25.5527 9.9966 -18.4332 -1.227
H -26.9375 8.2798 -14.6766 -0.620
H -25.5911 7.4789 -15.5225 0.515
H -24.1960 9.4488 -15.2159 -1.130
H -24.8251 8.8045 -13.6104 -0.185
H -24.8298 11.3233 -13.8001 -0.470
H -26.4091 10.5430 -13.5103 0.499
H -27.7050 12.9016 -15.9438 -0.430
H -27.7387 12.2912 -14.3681 0.075
H -26.4750 13.4037 -14.7323 0.693
H -24.9325 13.0419 -16.1438 0.869
H -23.9018 11.6217 -16.1613 -0.618
H -25.1505 11.8380 -17.4860 -1.262
H -28.4309 8.1848 -16.5022 -0.452
H -27.2433 7.3903 -17.5269 -0.241
H -28.0276 8.8986 -18.1042 -0.106
H -28.3237 10.8538 -17.4853 -1.007